{
  "formula": "C60H47F9O10V3",
  "method": "ωB97M-V/def2-TZVPD",
  "e_lumo_ha": -0.253,
  "mol_weight_g_mol": 1251.84,
  "total_energy_ha": -6796.823635,
  "multiplicity": 1,
  "homo_lumo_gap_ev": 1.35,
  "de_lowest_kj_mol": 1624.6,
  "charge": 1,
  "species": ["V", "V", "V", "F", "F", "F", "F", "F", "F", "F", "F", "F", "O", "O", "O", "O", "O", "O", "O", "O", "O", "O", "C", "C", "C", "C", "C", "C", "C", "C", "C", "C", "C", "C", "C", "C", "C", "C", "C", "C", "C", "C", "C", "C", "C", "C", "C", "C", "C", "C", "C", "C", "C", "C", "C", "C", "C", "C", "C", "C", "C", "C", "C", "C", "C", "C", "C", "C", "C", "C", "C", "C", "C", "C", "C", "C", "C", "C", "C", "C", "C", "C", "H", "H", "H", "H", "H", "H", "H", "H", "H", "H", "H", "H", "H", "H", "H", "H", "H", "H", "H", "H", "H", "H", "H", "H", "H", "H", "H", "H", "H", "H", "H", "H", "H", "H", "H", "H", "H", "H", "H", "H", "H", "H", "H", "H", "H", "H", "H"],
  "coordinates": [[-17.632, -12.306, 17.369], [-7.637, -15.149, 7.568], [-18.620, -7.105, 12.476], [-14.017, -15.195, 1.402], [-13.608, 1.798, 4.819], [-13.976, -8.766, 19.755], [-5.950, -11.241, 16.811], [-8.009, -12.315, 2.310], [-5.365, -5.241, 8.769], [-21.964, -11.933, 7.771], [-11.302, -17.022, 20.046], [-1.293, -17.865, 10.475], [-19.254, -5.660, 12.239], [-11.267, -11.925, 8.456], [-16.525, -13.150, 17.997], [-14.217, -9.102, 10.370], [-14.497, -10.987, 12.626], [-19.563, -8.116, 11.728], [-10.861, -13.394, 10.757], [-6.257, -14.470, 7.840], [-18.694, -13.234, 16.688], [-7.572, -16.543, 6.781], [-15.106, -12.643, -1.054], [-8.510, -11.308, 1.572], [-10.922, -18.241, 16.596], [-5.536, -10.993, 15.584], [-10.870, -8.601, 21.637], [-11.069, -17.342, 17.649], [-14.248, -12.837, 1.637], [-14.801, -13.934, -0.454], [-4.647, -19.345, 10.193], [-2.636, -18.101, 10.664], [-3.275, -19.100, 9.976], [-20.712, -13.877, 10.610], [-13.347, -7.356, 21.520], [-7.754, -4.830, 12.000], [-14.602, -11.580, 1.093], [-11.901, -11.641, 9.442], [-3.842, -10.403, 14.059], [-9.336, -10.483, -0.560], [-13.444, 0.471, 4.995], [-13.191, -2.265, 5.370], [-11.787, -12.555, 10.787], [-9.315, -9.183, -0.077], [-21.592, -13.119, 9.816], [-11.140, -7.537, 22.452], [-12.644, -1.682, 4.189], [-11.857, -9.065, 20.776], [-8.509, -10.013, 2.045], [-4.803, -10.122, 13.018], [-12.704, -10.426, 9.423], [-12.383, -6.960, 22.483], [-15.028, -11.499, -0.241], [-14.031, -0.109, 6.090], [-13.613, -11.174, 11.686], [-11.295, -17.835, 18.949], [-13.083, -8.416, 20.667], [-11.552, -19.187, 19.184], [-18.910, -13.297, 9.191], [-4.715, -17.485, 11.677], [-19.777, -12.640, 8.295], [-6.103, -10.352, 13.278], [-5.631, -4.269, 10.924], [-9.021, -11.608, 0.317], [-8.247, -5.406, 10.839], [-13.923, -1.504, 6.277], [-3.352, -17.309, 11.523], [-6.138, -4.927, 9.812], [-19.356, -13.929, 10.353], [-14.368, -14.002, 0.871], [-13.505, -10.186, 10.481], [-4.206, -10.764, 15.311], [-11.330, -20.069, 18.092], [-6.503, -10.746, 14.587], [-21.124, -12.542, 8.618], [-7.451, -5.427, 9.722], [-11.000, -19.587, 16.849], [-5.363, -18.498, 11.007], [-12.730, -0.293, 4.060], [-6.463, -4.290, 12.077], [-12.776, -12.237, 11.845], [-8.905, -8.948, 1.231], [-9.490, -8.350, -0.743], [-15.547, -12.572, -2.037], [-14.410, -2.023, 7.089], [-12.200, -2.295, 3.420], [-19.405, -12.145, 7.410], [-9.939, -9.131, 21.779], [-8.948, -7.927, 1.579], [-9.261, -5.767, 10.743], [-17.844, -13.203, 9.045], [-14.506, 0.567, 6.785], [-10.831, -20.203, 15.978], [-12.275, 0.155, 3.189], [-18.680, -14.453, 11.012], [-4.504, -9.632, 12.103], [-9.135, -12.615, -0.056], [-8.024, -9.832, 2.993], [-5.018, -20.222, 9.684], [-10.709, -17.959, 15.575], [-14.477, -10.682, 1.680], [-5.150, -16.855, 12.438], [-22.645, -13.057, 10.048], [-2.735, -16.624, 12.086], [-10.353, -7.183, 23.102], [-12.761, -9.859, 8.506], [-15.279, -10.564, -0.719], [-12.492, -6.103, 23.130], [-14.356, -6.996, 21.385], [-3.435, -10.831, 16.065], [-2.791, -10.298, 13.837], [-10.956, -16.269, 17.621], [-8.271, -4.793, 12.947], [-13.798, -12.862, 2.619], [-2.674, -19.745, 9.352], [-6.416, -18.707, 11.125], [-6.216, -3.737, 12.971], [-11.655, -19.501, 20.212], [-21.127, -14.456, 11.422], [-7.715, -5.830, 8.755], [-7.560, -10.886, 14.759], [-6.825, -10.074, 12.524], [-11.615, -9.899, 20.133], [-14.844, -14.818, -1.073], [-4.669, -3.779, 10.906], [-13.027, -3.326, 5.486], [-12.703, -12.908, 12.688], [-11.483, -21.122, 18.278], [-9.665, -10.605, -1.581]],
  "lowdin_charge": [1.097, 1.251, 1.113, 0.047, 0.057, 0.067, 0.083, 0.049, 0.060, 0.068, 0.037, 0.044, -0.330, 0.068, -0.288, 0.010, -0.023, -0.313, 0.019, -0.234, -0.321, -0.263, -0.057, -0.308, -0.094, -0.299, -0.085, -0.014, -0.019, 0.000, -0.076, -0.269, -0.012, -0.096, -0.006, -0.105, -0.077, -0.322, -0.074, -0.056, -0.287, -0.098, -0.275, -0.110, -0.006, -0.119, -0.070, -0.015, -0.027, -0.094, 0.096, -0.066, -0.107, -0.019, -0.325, -0.265, -0.317, 0.000, -0.083, -0.088, -0.012, -0.108, 0.000, 0.015, -0.095, -0.079, -0.027, -0.290, -0.103, -0.287, -0.316, -0.041, -0.072, 0.006, -0.284, -0.023, -0.122, -0.114, -0.017, -0.071, 0.083, -0.081, 0.101, 0.096, 0.097, 0.099, 0.112, 0.110, 0.102, 0.103, 0.097, 0.115, 0.102, 0.110, 0.099, 0.099, 0.107, 0.111, 0.105, 0.103, 0.097, 0.106, 0.109, 0.122, 0.107, 0.139, 0.094, 0.105, 0.110, 0.121, 0.102, 0.109, 0.096, 0.106, 0.117, 0.099, 0.100, 0.113, 0.100, 0.114, 0.104, 0.101, 0.111, 0.105, 0.112, 0.091, 0.125, 0.102, 0.097]
}